{"formula": "C61H49N6O3P2S4Y", "method": "ωB97M-V with the def2-TZVPD basis set", "energy_ha": -5222.226588, "relative_energy_kj_mol": 243.11, "charge": -2, "lumo_ev": 3.734, "homo_lumo_gap_ev": 5.85, "symbols": ["Y", "C", "C", "N", "N", "C", "S", "S", "C", "C", "C", "C", "C", "C", "C", "C", "C", "C", "C", "C", "C", "O", "H", "H", "H", "H", "H", "H", "H", "H", "H", "H", "H", "H", "H", "H", "C", "C", "P", "C", "C", "C", "C", "C", "C", "C", "C", "C", "C", "C", "C", "P", "C", "C", "C", "C", "C", "C", "C", "C", "C", "C", "C", "C", "H", "H", "H", "H", "H", "H", "H", "H", "H", "H", "H", "H", "H", "H", "H", "H", "H", "H", "H", "H", "H", "H", "H", "H", "S", "C", "C", "N", "C", "S", "C", "N", "O", "C", "N", "C", "C", "O", "N", "C", "C", "C", "C", "C", "C", "C", "C", "C", "C", "C", "C", "H", "H", "H", "H", "H", "H", "H", "H", "H", "H", "H"], "xyz": [[0.13030, 0.10009, -0.61132], [-2.80559, 3.78782, 0.01396], [-2.32973, 2.44040, -0.45044], [-1.06786, 2.22735, -0.58243], [-0.26767, 3.32062, -0.22222], [0.57228, 3.73319, -1.09630], [0.96566, 3.22263, -2.70667], [1.60675, 5.08601, -0.54003], [1.12597, 6.32738, -1.79477], [-0.35731, 6.54465, -1.88481], [-1.07949, 6.01633, -2.94963], [-2.45045, 6.22459, -3.04335], [-3.11118, 6.96507, -2.07481], [-2.39842, 7.48027, -0.99829], [-1.03380, 7.26339, -0.90188], [-3.32708, 1.41392, -0.80251], [-4.57503, 1.84028, -1.27143], [-5.57965, 0.95199, -1.60368], [-5.35198, -0.41343, -1.43422], [-4.13349, -0.86419, -0.97883], [-3.07947, 0.02435, -0.69645], [-1.91743, -0.45065, -0.32667], [-2.17634, 4.09449, 0.85023], [-3.84602, 3.75195, 0.32687], [-2.68701, 4.53358, -0.77541], [1.52828, 6.01603, -2.75438], [1.63376, 7.23986, -1.47504], [-0.57257, 5.40849, -3.69164], [-2.99851, 5.78755, -3.86890], [-4.18120, 7.12111, -2.14335], [-2.91202, 8.03942, -0.22524], [-0.47957, 7.64206, -0.04994], [-4.74652, 2.90173, -1.40125], [-6.52555, 1.31269, -1.98806], [-6.12920, -1.12980, -1.67638], [-3.93508, -1.92230, -0.85964], [-0.41247, -3.24796, 0.53543], [-0.99682, -3.53483, -0.85381], [-0.14758, -2.41098, -2.20382], [1.15038, -3.65889, -2.55153], [1.08315, -4.55498, -3.61832], [2.08696, -5.49136, -3.81433], [3.17425, -5.54752, -2.95178], [3.25377, -4.65285, -1.89441], [2.24825, -3.71624, -1.69393], [-1.58678, -2.53193, -3.34059], [-2.10017, -1.35120, -3.86863], [-3.27545, -1.35300, -4.60213], [-3.94557, -2.54471, -4.84302], [-3.43508, -3.73167, -4.33733], [-2.27028, -3.72116, -3.58092], [-1.76863, -2.94057, 1.77384], [-0.91412, -1.97799, 3.07159], [-1.63082, -0.94465, 3.66743], [-1.05510, -0.16247, 4.66079], [0.25007, -0.40566, 5.05580], [0.98514, -1.42274, 4.45457], [0.40530, -2.20231, 3.46628], [-1.81106, -4.61100, 2.56923], [-1.53856, -4.87941, 3.90754], [-1.64886, -6.16976, 4.41331], [-2.02958, -7.21821, 3.59031], [-2.31095, -6.96470, 2.25260], [-2.21319, -5.67617, 1.75457], [0.23581, -2.35762, 0.50159], [0.25014, -4.04684, 0.87361], [-2.05342, -3.25901, -0.87576], [-0.92498, -4.60233, -1.07835], [0.26233, -4.49176, -4.32173], [2.02660, -6.16914, -4.65843], [3.96322, -6.27282, -3.11348], [4.11037, -4.67199, -1.23040], [2.33654, -2.99903, -0.88616], [-1.56877, -0.41979, -3.70357], [-3.66557, -0.41790, -4.98576], [-4.86054, -2.54755, -5.42420], [-3.94713, -4.66913, -4.52473], [-1.89367, -4.64999, -3.16883], [-2.63616, -0.73245, 3.32164], [-1.60973, 0.66413, 5.08576], [0.71215, 0.21629, 5.81284], [2.01622, -1.59172, 4.74506], [0.98366, -2.98636, 2.99019], [-1.23130, -4.07372, 4.56325], [-1.42846, -6.35504, 5.45854], [-2.10868, -8.22386, 3.98568], [-2.61202, -7.77445, 1.59839], [-2.44505, -5.48597, 0.71176], [2.45858, -0.05461, -2.04621], [1.97726, -0.56363, -3.67076], [2.84555, -0.06486, -4.71345], [3.55698, 0.33100, -5.52978], [0.94852, -1.38277, -3.93943], [-0.47818, 2.00077, -3.45056], [0.70616, -1.80655, -5.26965], [0.41955, -2.26116, -6.29697], [-0.97265, 2.62810, 2.77331], [0.07797, 2.08309, 2.53277], [1.30284, 2.46147, 3.11939], [2.40387, 1.71952, 2.51739], [1.58896, 0.72121, 1.67450], [2.04494, -0.20058, 0.96577], [0.29167, 0.98539, 1.71086], [3.26349, 0.98663, 3.54503], [4.18181, 0.03142, 3.11367], [4.98178, -0.63122, 4.03127], [4.88717, -0.33976, 5.38654], [3.98635, 0.62341, 5.81654], [3.17733, 1.28140, 4.89905], [3.33344, 2.60452, 1.68255], [3.92241, 3.70373, 2.30892], [4.80891, 4.51475, 1.62186], [5.13074, 4.23090, 0.29905], [4.55041, 3.14208, -0.32666], [3.65621, 2.33102, 0.36187], [1.40733, 3.46055, 3.21548], [4.25146, -0.19805, 2.05763], [5.68269, -1.38146, 3.68560], [5.51089, -0.86207, 6.10210], [3.90425, 0.85814, 6.87142], [2.44995, 2.01134, 5.23035], [3.70127, 3.91289, 3.35106], [5.25496, 5.36680, 2.12097], [5.82062, 4.86753, -0.24167], [4.76359, 2.91246, -1.36340], [3.23540, 1.48063, -0.15316]], "lowdin_charge": [1.272, -0.013, -0.263, -0.100, -0.047, -1.010, 0.348, 0.882, -0.445, -0.300, -0.053, -0.085, -0.118, -0.103, -0.056, -0.099, -0.054, -0.117, -0.103, -0.023, -0.342, -0.273, 0.075, 0.076, 0.070, 0.056, 0.072, 0.090, 0.104, 0.094, 0.095, 0.110, 0.101, 0.084, 0.095, 0.099, -0.422, -0.406, 0.950, -0.342, -0.090, -0.095, -0.117, -0.095, -0.099, -0.351, -0.107, -0.075, -0.107, -0.099, -0.106, 1.085, -0.409, -0.104, -0.092, -0.094, -0.080, -0.099, -0.360, -0.093, -0.105, -0.119, -0.102, -0.108, 0.019, 0.081, 0.027, 0.064, 0.091, 0.094, 0.086, 0.094, 0.084, 0.033, 0.104, 0.089, 0.090, 0.095, 0.101, 0.103, 0.093, 0.097, 0.111, 0.094, 0.093, 0.089, 0.095, 0.095, 0.504, -0.758, -0.303, 0.121, -0.312, 0.020, -0.317, 0.117, 0.062, -0.544, 0.156, -0.263, -0.476, -0.115, 0.117, -0.145, -0.011, -0.080, -0.110, -0.097, -0.058, -0.136, -0.045, -0.098, -0.108, -0.076, -0.038, 0.136, 0.122, 0.100, 0.092, 0.095, 0.106, 0.112, 0.094, 0.096, 0.115, 0.028]}

---

{"formula": "C48H55N4O6S2Sb2ScSe2", "method": "ωB97M-V with the def2-TZVPD basis set", "energy_ha": -9373.109113, "relative_energy_kj_mol": 340.68, "charge": -2, "lumo_ev": 3.902, "homo_lumo_gap_ev": 6.39, "symbols": ["Sc", "O", "C", "C", "C", "O", "C", "Se", "C", "Se", "H", "H", "H", "H", "H", "H", "H", "H", "H", "H", "C", "N", "C", "C", "C", "C", "C", "N", "C", "C", "C", "C", "C", "C", "H", "H", "H", "H", "H", "H", "H", "H", "H", "H", "H", "C", "Sb", "C", "C", "H", "H", "H", "H", "H", "H", "H", "H", "H", "C", "C", "C", "C", "C", "C", "C", "Sb", "C", "C", "C", "C", "C", "C", "C", "C", "C", "C", "C", "C", "C", "C", "H", "H", "H", "H", "H", "H", "H", "H", "H", "H", "H", "H", "H", "H", "H", "H", "H", "H", "H", "H", "H", "O", "S", "N", "O", "S", "O", "N", "C", "O", "C", "C", "C", "C", "C", "C", "H", "H", "H", "H"], "xyz": [[0.90890, 1.11090, 2.10527], [1.70826, 5.64731, -0.53610], [2.01137, 4.34133, -1.01373], [3.32637, 3.78151, -0.48000], [4.48038, 4.69848, -0.91004], [4.67159, 4.80726, -2.32048], [3.53977, 2.39388, -1.08832], [2.34169, 0.94289, -0.49823], [3.39120, 3.72046, 1.06260], [1.68765, 3.69187, 2.04255], [1.38856, 5.51058, 0.37176], [2.05150, 4.40252, -2.10578], [1.20959, 3.64190, -0.77038], [5.41845, 4.30089, -0.51462], [4.31734, 5.69159, -0.47759], [3.84196, 5.12430, -2.69253], [4.56122, 2.07372, -0.86908], [3.45918, 2.45581, -2.17509], [3.91453, 4.60441, 1.43409], [3.98259, 2.85305, 1.35610], [-2.50082, -2.15492, 0.19713], [-2.19436, -0.81761, 0.64755], [-2.55263, -0.50312, 1.82192], [-2.26086, 0.75422, 2.46787], [-3.00897, 1.29069, 3.50845], [-2.46675, 2.55757, 3.77800], [-1.41236, 2.71371, 2.89558], [-1.26070, 1.62080, 2.08674], [-3.42838, -2.15308, -0.99242], [-3.24333, -1.07449, -2.00797], [-4.31128, -0.92647, -3.11596], [-5.21122, -2.11178, -3.25964], [-5.22621, -3.09627, -2.36088], [-4.36145, -3.08931, -1.17566], [-2.94423, -2.77783, 0.99173], [-1.55179, -2.62898, -0.08944], [-3.13618, -1.20628, 2.43920], [-3.84599, 0.80891, 3.99351], [-2.77310, 3.25815, 4.53878], [-0.73419, 3.54799, 2.81409], [-3.08302, -0.14073, -1.46680], [-4.91807, -0.01651, -3.03015], [-5.88482, -2.14787, -4.10942], [-5.91028, -3.92828, -2.48928], [-4.49397, -3.86892, -0.43204], [3.01512, -3.80104, 6.86197], [2.60947, -2.45094, 5.22182], [4.57529, -2.64601, 4.36634], [3.07200, -0.66597, 6.30271], [3.93720, -3.48880, 7.35572], [3.13395, -4.81866, 6.48803], [2.19872, -3.78361, 7.58335], [5.30600, -2.73467, 5.17312], [4.79831, -1.75808, 3.77562], [4.63995, -3.52260, 3.72167], [4.07105, -0.75564, 6.73338], [2.34682, -0.48880, 7.09689], [3.04276, 0.17845, 5.61459], [-3.00408, 0.72277, -4.53642], [-3.16192, -0.74707, -4.17143], [-3.29737, -1.57543, -5.41767], [-2.80246, -2.80730, -5.51599], [-2.05865, -3.40855, -4.40997], [-1.77945, -2.70965, -3.30529], [-2.13873, -1.28266, -3.09798], [-0.22897, -0.37953, -2.29907], [1.22101, -1.48979, -3.45803], [2.23374, -2.00964, -2.64245], [3.27851, -2.75710, -3.16234], [3.33781, -2.98055, -4.53029], [2.35385, -2.45864, -5.35274], [1.28983, -1.71608, -4.83669], [0.25824, -1.20051, -5.80038], [-0.05053, 1.49703, -3.32959], [0.87292, 1.69201, -4.35013], [1.00922, 2.92760, -4.97419], [0.20341, 3.98335, -4.58140], [-0.70098, 3.80687, -3.54218], [-0.82623, 2.58352, -2.89319], [-1.73763, 2.46204, -1.70178], [-3.86926, 1.04836, -5.12370], [-2.10131, 0.91049, -5.12010], [-2.95404, 1.35142, -3.64462], [-3.84905, -1.14013, -6.24749], [-2.94117, -3.38033, -6.42665], [-1.71288, -4.43133, -4.50258], [-1.21365, -3.19744, -2.51348], [2.21172, -1.79798, -1.57690], [4.04831, -3.14229, -2.50520], [4.15533, -3.54944, -4.95857], [2.40592, -2.62390, -6.42489], [0.70826, -0.54714, -6.55341], [-0.52198, -0.63333, -5.29669], [-0.22505, -2.02997, -6.31764], [1.50987, 0.87392, -4.66225], [1.74309, 3.05512, -5.76134], [0.29503, 4.95266, -5.05770], [-1.29169, 4.64700, -3.19427], [-2.27111, 3.39431, -1.51467], [-1.17043, 2.21902, -0.79819], [-2.48501, 1.67187, -1.81902], [2.92998, -0.02824, 2.59896], [2.41936, -1.09224, 1.67017], [0.95867, -1.01267, 1.44132], [-1.83263, 1.48788, 7.85617], [-0.69373, 0.67954, 7.50483], [0.18944, 0.29551, 8.58113], [0.14991, 1.33031, 6.27616], [0.11260, 0.55967, 5.21744], [0.70445, 0.78564, 4.12809], [-0.67452, -0.71489, 5.38155], [-0.85282, -1.74696, 4.47751], [-1.62352, -2.82947, 4.87994], [-2.19162, -2.87736, 6.15193], [-1.99004, -1.84778, 7.06397], [-1.21898, -0.78266, 6.64358], [-0.38517, -1.71104, 3.50049], [-1.78167, -3.65360, 4.19489], [-2.79026, -3.73490, 6.43559], [-2.41565, -1.87817, 8.05835]], "lowdin_charge": [0.596, -0.097, -0.280, -0.580, -0.227, -0.066, -0.504, 0.562, -0.522, 0.637, 0.004, 0.112, 0.074, 0.125, 0.117, 0.071, 0.063, 0.054, 0.049, 0.057, -0.199, 0.039, -0.142, -0.338, -0.071, -0.099, -0.238, -0.051, -0.184, -0.213, -0.165, -0.064, -0.086, -0.048, 0.108, 0.111, 0.120, 0.096, 0.088, 0.012, 0.102, 0.144, 0.102, 0.090, 0.099, -0.371, 1.294, -0.362, -0.316, -0.010, -0.018, -0.013, -0.008, -0.015, -0.011, 0.003, -0.010, 0.005, -0.031, -0.390, -0.062, -0.107, -0.090, -0.127, -0.379, 1.563, -0.325, -0.160, -0.097, -0.107, -0.072, -0.308, -0.064, -0.343, -0.125, -0.098, -0.105, -0.061, -0.333, -0.062, 0.088, 0.079, 0.062, 0.107, 0.093, 0.095, 0.107, 0.036, 0.097, 0.090, 0.103, 0.085, 0.043, 0.074, 0.086, 0.094, 0.093, 0.107, 0.086, 0.069, 0.044, -0.652, 0.551, -0.483, -0.320, 0.614, -0.331, 0.006, -0.496, -0.126, -0.157, -0.062, -0.076, -0.085, -0.045, -0.215, 0.085, 0.102, 0.095, 0.113]}